Entry from the OMol25 dataset: 9 unconnected molecules or ions with the total composition C19H37BCl16O5 (ωB97M-V/def2-TZVPD).

- Gap between HOMO and LUMO: 0.3764 Eh
- Lowest unoccupied orbital energy: 0.3 eV
- Total charge: 0
- SMILES: O=C1OC[C@@H](B(O)O)O1.ClCCCl.ClCCCl.ClCCCl.ClCCCl.ClCCCl.ClCCCl.ClCCCl.ClCCCl

Structure (XYZ):
```
78
Properties=species:S:1:pos:R:3:forces:R:3
O -1.7393 -4.2031 -3.2445 2.239 -3.188 -8.266
C -2.0866 -3.8841 -2.2408 -2.662 2.666 6.444
O -1.9706 -4.5555 -1.0896 1.430 -1.008 0.899
C -1.7602 -3.5740 -0.0859 -1.250 0.683 0.358
C -1.8324 -2.2375 -0.8456 -0.548 -0.681 0.073
B -0.4570 -1.5748 -1.2834 -0.649 0.174 0.040
O 0.0238 -0.5789 -0.5181 0.891 0.078 0.930
O 0.2189 -1.9259 -2.3949 -0.174 -0.627 -0.898
O -2.6623 -2.6930 -1.9423 0.300 1.354 -0.522
H -0.8991 -3.7119 0.5306 0.832 -0.486 0.017
H -2.6291 -3.5847 0.5410 -0.450 -0.261 0.687
H -2.4472 -1.5775 -0.2711 -0.244 0.673 0.312
H -0.1790 -0.7726 0.4082 -0.416 0.643 0.083
H 0.9260 -2.5482 -2.2023 0.370 0.159 -0.347
Cl 3.7496 1.3085 -3.5068 -0.017 0.012 0.020
C 4.3255 -0.1675 -4.3273 0.084 -0.032 -0.059
C 3.3568 -1.3093 -4.1808 -0.160 -0.057 -0.170
Cl 3.2727 -1.9022 -2.5033 0.323 -0.058 0.112
H 5.3020 -0.4161 -3.9226 0.003 0.022 0.077
H 4.4434 0.0804 -5.3800 -0.045 0.009 -0.023
H 3.6798 -2.1452 -4.7979 0.070 -0.009 0.016
H 2.3517 -1.0263 -4.4834 -0.043 0.036 0.102
Cl -1.2860 -1.0856 2.4358 -0.092 -0.055 0.101
C -0.3985 0.2390 3.2441 0.226 0.172 -0.047
C -0.9491 0.5603 4.6051 -0.160 0.023 0.041
Cl -2.5689 1.3084 4.5372 0.127 -0.096 0.220
H -0.4273 1.1038 2.5863 -0.111 -0.009 -0.039
H 0.6345 -0.0890 3.3417 -0.001 -0.050 0.038
H -0.2949 1.2748 5.0954 0.072 0.024 -0.041
H -1.0169 -0.3263 5.2275 -0.029 -0.045 -0.009
Cl 8.1206 0.7552 -0.9674 0.008 -0.044 0.002
C 8.2160 2.3205 -1.8157 0.081 0.103 0.040
C 7.2300 2.4086 -2.9486 -0.061 0.118 0.020
Cl 7.6498 1.3068 -4.2879 -0.005 -0.019 -0.021
H 9.2371 2.4525 -2.1623 0.025 -0.079 -0.026
H 7.9991 3.0931 -1.0809 -0.066 -0.007 0.016
H 7.2281 3.4174 -3.3567 0.063 0.012 -0.018
H 6.2232 2.1686 -2.6216 -0.016 -0.089 -0.012
Cl -4.0338 1.7619 1.8454 -0.061 0.014 -0.270
C -4.7972 2.0978 0.2644 0.005 0.095 -0.043
C -5.9153 1.1419 -0.0494 0.208 -0.124 0.002
Cl -5.3283 -0.5141 -0.3530 0.116 -0.169 0.021
H -4.0187 2.0683 -0.4933 0.020 -0.080 -0.003
H -5.1953 3.1097 0.3116 -0.041 0.005 0.037
H -6.4272 1.4624 -0.9504 0.002 0.002 -0.074
H -6.6380 1.0961 0.7552 0.237 -0.274 -0.044
Cl 1.0139 0.1820 7.3268 0.128 -0.054 0.128
C -0.2562 0.8461 8.3902 -0.179 -0.012 -0.070
C 0.1584 2.1451 9.0277 -0.037 0.085 0.034
Cl 1.4655 1.9220 10.2167 0.026 0.007 -0.012
H -0.4935 0.0936 9.1364 0.084 -0.038 0.025
H -1.1380 1.0076 7.7703 0.013 0.045 -0.026
H -0.6874 2.5749 9.5603 -0.033 -0.040 0.020
H 0.4987 2.8611 8.2849 0.066 -0.015 -0.021
Cl 11.6637 -0.8057 1.8926 0.012 -0.007 0.024
C 11.4450 -2.0443 0.6300 0.084 0.008 -0.086
C 10.0049 -2.4542 0.4783 -0.060 -0.048 -0.093
Cl 9.4080 -3.3586 1.8937 -0.011 0.013 0.019
H 12.0748 -2.8932 0.8804 -0.008 -0.013 0.082
H 11.8005 -1.6122 -0.3034 -0.044 0.037 -0.020
H 9.9002 -3.1100 -0.3839 0.041 -0.031 -0.003
H 9.3627 -1.5912 0.3353 -0.024 0.056 0.070
Cl -5.1337 1.0853 -3.5188 -0.049 0.111 -0.089
C -4.2573 -0.4060 -3.9614 0.117 -0.057 0.104
C -4.0740 -0.5378 -5.4481 0.101 -0.019 -0.051
Cl -5.6165 -0.8301 -6.2946 -0.022 0.026 -0.026
H -4.8033 -1.2464 -3.5486 -0.089 -0.027 0.049
H -3.2858 -0.3589 -3.4756 0.028 0.002 -0.004
H -3.4289 -1.3885 -5.6579 -0.017 -0.053 0.051
H -3.6225 0.3537 -5.8747 -0.064 0.049 -0.012
Cl -9.0685 1.0803 -1.8068 0.029 -0.009 0.006
C -10.1760 1.8456 -0.6413 -0.063 -0.036 0.010
C -9.6097 3.1091 -0.0481 -0.099 0.129 0.045
Cl -8.2249 2.8021 1.0419 -0.492 0.402 0.048
H -10.4088 1.1158 0.1292 0.061 -0.031 0.022
H -11.0901 2.0800 -1.1832 -0.002 0.056 -0.012
H -10.3734 3.6025 0.5498 -0.018 -0.031 0.035
H -9.2786 3.7979 -0.8199 0.089 -0.034 -0.027
```
Positions in Å, forces in eV/Å.